Record 1
Density functional theory data (ωB97M-V/def2-TZVPD) for 8 unconnected molecules or ions with the total composition C50H37NO16 at a distorted geometry.

Last column: Löwdin charge in e.
Geometry (Å):
C: -0.45 0.97 0.32  0.17
C: -0.51 1.56 -0.72  -0.03
C: -0.86 2.04 -2.08  -0.51
C: -1.40 0.93 -2.90  -0.02
C: -1.89 -0.09 -3.29  0.16
N: -1.66 3.23 -2.06  0.03
C: -3.05 3.06 -1.67  -0.24
C: -3.29 2.97 -0.14  -0.09
O: 0.40 2.38 -2.73  -0.01
C: 1.13 3.32 -2.04  -0.33
O: 1.06 4.49 -2.20  0.13
H: -0.22 0.31 1.11  0.04
H: -2.46 -0.93 -3.56  0.04
H: -1.57 3.74 -2.93  0.13
H: -3.57 3.96 -2.00  0.11
H: -3.57 2.23 -2.15  0.08
H: -3.46 1.95 0.19  0.05
H: -4.22 3.51 0.06  0.06
H: -2.50 3.47 0.42  0.07
H: 1.89 2.93 -1.34  0.13
C: 3.23 0.33 -1.61  0.02
C: 3.25 -0.85 -2.22  0.03
C: 3.69 -2.07 -1.50  -0.38
O: 3.70 -3.15 -2.06  0.10
C: 4.11 -1.93 -0.09  0.03
C: 4.09 -0.75 0.52  0.03
C: 3.65 0.47 -0.19  -0.37
O: 3.63 1.56 0.36  0.09
H: 2.92 1.24 -2.10  0.10
H: 2.94 -0.97 -3.25  0.12
H: 4.42 -2.83 0.41  0.08
H: 4.39 -0.62 1.55  0.10
C: 5.14 4.58 3.22  0.03
C: 5.16 3.39 2.62  0.03
C: 5.60 2.16 3.34  -0.37
O: 5.63 1.08 2.79  0.09
C: 6.02 2.31 4.76  0.02
C: 5.99 3.50 5.36  0.02
C: 5.55 4.72 4.65  -0.37
O: 5.53 5.79 5.22  0.09
H: 4.81 5.47 2.71  0.10
H: 4.86 3.25 1.59  0.10
H: 6.33 1.41 5.26  0.12
H: 6.29 3.63 6.39  0.12
C: 2.50 7.23 5.27  0.03
C: 1.32 7.41 5.87  0.02
C: 0.14 7.89 5.10  -0.39
O: -0.93 8.06 5.64  0.10
C: 0.32 8.14 3.65  0.02
C: 1.49 7.95 3.06  0.02
C: 2.67 7.48 3.82  -0.37
O: 3.75 7.30 3.28  0.09
H: 3.37 6.88 5.81  0.11
H: 1.17 7.24 6.92  0.12
H: -0.55 8.49 3.11  0.12
H: 1.65 8.13 2.00  0.12
C: -8.25 0.05 -2.68  0.03
C: -7.15 0.04 -1.94  0.03
C: -6.32 1.26 -1.78  -0.36
O: -5.31 1.25 -1.10  0.09
C: -6.77 2.49 -2.47  0.03
C: -7.87 2.50 -3.21  0.03
C: -8.70 1.28 -3.37  -0.37
O: -9.71 1.29 -4.04  0.09
H: -8.87 -0.83 -2.81  0.13
H: -6.80 -0.85 -1.43  0.12
H: -6.15 3.37 -2.33  0.12
H: -8.22 3.39 -3.72  0.12
C: 5.05 -7.64 1.44  0.02
C: 4.44 -6.53 1.04  0.03
C: 4.30 -5.36 1.93  -0.37
O: 3.74 -4.35 1.57  0.08
C: 4.87 -5.47 3.30  0.02
C: 5.49 -6.58 3.70  0.02
C: 5.63 -7.75 2.80  -0.38
O: 6.19 -8.76 3.16  0.10
H: 5.16 -8.50 0.80  0.09
H: 4.01 -6.43 0.05  0.13
H: 4.76 -4.61 3.94  0.12
H: 5.92 -6.68 4.69  0.12
C: 9.29 -9.58 -1.65  0.02
C: 8.13 -9.39 -1.03  0.03
C: 6.95 -8.87 -1.76  -0.37
O: 5.88 -8.71 -1.20  0.09
C: 7.11 -8.57 -3.20  0.02
C: 8.27 -8.75 -3.82  0.02
C: 9.46 -9.27 -3.09  -0.39
O: 10.52 -9.44 -3.65  0.11
H: 10.17 -9.96 -1.13  0.12
H: 7.99 -9.61 0.02  0.12
H: 6.23 -8.19 -3.71  0.12
H: 8.41 -8.53 -4.87  0.12
C: -15.09 0.10 -1.90  0.02
C: -14.45 -1.04 -2.19  0.02
C: -13.10 -1.03 -2.81  -0.38
O: -12.52 -2.06 -3.07  0.10
C: -12.49 0.29 -3.09  0.02
C: -13.13 1.43 -2.80  0.03
C: -14.47 1.42 -2.19  -0.39
O: -15.05 2.45 -1.92  0.10
H: -16.07 0.11 -1.45  0.12
H: -14.88 -2.01 -1.99  0.12
H: -11.50 0.28 -3.54  0.09
H: -12.69 2.40 -3.01  0.12

## Properties
HOMO level = -9.4776 eV
SMILES string = C#CC(C#C)(NCC)OC=O.O=C1C=CC(=O)C=C1.O=C1C=CC(=O)C=C1.O=C1C=CC(=O)C=C1.O=C1C=CC(=O)C=C1.O=C1C=CC(=O)C=C1.O=C1C=CC(=O)C=C1.O=C1C=CC(=O)C=C1
energy = -3185.67325 Ha
F_max = 0.031 hartree/bohr
orbital gap = 0.27692 Ha
relative energy (zero: lowest compared OMol25 entry of this formula, charge and spin) = 0.0 kcal per mole

---

Record 2
Density functional theory data (ωB97M-V/def2-TZVPD) for a molecular structure, C50H38ClIN3OP2Sc.

Last column: Löwdin charge in e.
Geometry (Å):
Sc: -0.22 0.46 -0.01  0.81
C: 2.81 1.12 1.91  -0.24
P: 1.59 2.29 1.14  1.09
C: 2.32 2.99 -0.38  -0.39
C: 1.39 3.51 -1.29  -0.10
C: 1.80 4.00 -2.51  -0.06
C: 3.14 3.98 -2.85  -0.08
C: 4.08 3.48 -1.95  -0.08
C: 3.67 2.99 -0.72  -0.10
C: 1.56 3.68 2.32  -0.34
C: 2.35 4.81 2.15  -0.07
C: 2.32 5.82 3.10  -0.08
C: 1.51 5.71 4.22  -0.09
C: 0.73 4.58 4.39  -0.07
C: 0.74 3.57 3.44  -0.08
C: 2.31 -0.30 1.89  -0.43
C: 2.79 -1.38 2.61  -0.07
C: 2.06 -2.51 2.18  -0.07
C: 1.18 -2.06 1.22  -0.41
C: 0.21 -2.83 0.37  -0.26
P: -1.42 -1.98 0.36  1.07
C: -2.22 -2.35 1.94  -0.38
C: -1.73 -3.28 2.84  -0.08
C: -2.39 -3.50 4.04  -0.08
C: -3.55 -2.81 4.34  -0.08
C: -4.05 -1.89 3.43  -0.08
C: -3.39 -1.65 2.24  -0.10
C: -2.41 -2.86 -0.89  -0.34
C: -2.15 -2.59 -2.23  -0.09
C: -2.86 -3.24 -3.22  -0.08
C: -3.84 -4.16 -2.88  -0.08
C: -4.11 -4.42 -1.55  -0.08
C: -3.40 -3.77 -0.55  -0.08
N: 1.31 -0.70 1.05  -0.09
H: 3.77 1.21 1.41  0.07
H: 2.97 1.46 2.93  0.09
H: 0.33 3.51 -1.04  0.09
H: 1.07 4.38 -3.21  0.11
H: 3.47 4.34 -3.82  0.11
H: 5.13 3.46 -2.21  0.11
H: 4.41 2.60 -0.03  0.10
H: 2.97 4.92 1.27  0.10
H: 2.94 6.70 2.96  0.10
H: 1.50 6.50 4.96  0.10
H: 0.09 4.49 5.26  0.10
H: 0.12 2.70 3.58  0.08
H: 3.59 -1.35 3.34  0.09
H: 2.18 -3.53 2.51  0.09
H: 0.53 -2.82 -0.68  0.09
H: 0.15 -3.87 0.67  0.09
H: -0.81 -3.82 2.63  0.10
H: -1.99 -4.22 4.75  0.10
H: -4.06 -2.99 5.27  0.10
H: -4.96 -1.34 3.66  0.11
H: -3.77 -0.91 1.54  0.12
H: -1.41 -1.84 -2.50  0.08
H: -2.65 -3.02 -4.26  0.10
H: -4.40 -4.67 -3.65  0.10
H: -4.88 -5.13 -1.27  0.10
H: -3.61 -3.98 0.49  0.10
Cl: 3.24 1.03 -6.48  0.68
C: 2.14 0.80 -5.15  -0.61
C: 0.80 0.97 -5.35  -0.17
C: -0.12 0.78 -4.29  -0.64
I: -2.15 0.94 -4.68  0.95
C: 0.32 0.46 -3.02  -0.42
O: -0.45 0.26 -1.99  -0.25
C: 1.73 0.30 -2.83  -0.15
N: 2.10 -0.02 -1.57  0.12
C: 3.35 -0.30 -1.33  -0.11
C: 4.35 -0.26 -2.33  -0.03
C: 4.00 0.12 -3.60  -0.02
C: 2.66 0.42 -3.89  -0.18
H: 0.43 1.24 -6.32  0.09
H: 3.59 -0.58 -0.31  0.11
H: 5.37 -0.51 -2.08  0.11
H: 4.74 0.19 -4.38  0.09
C: -1.03 0.04 4.64  -0.05
C: -2.04 0.96 4.88  -0.06
C: -2.50 1.73 3.84  -0.02
C: -1.94 1.58 2.56  -0.25
N: -0.98 0.67 2.33  0.04
C: -0.54 -0.08 3.35  -0.12
C: -2.36 2.39 1.40  -0.21
C: -3.19 3.50 1.56  -0.04
C: -3.59 4.23 0.45  -0.09
C: -3.17 3.84 -0.81  -0.09
C: -2.32 2.75 -0.95  -0.14
C: -1.87 2.00 0.14  -0.16
H: -0.63 -0.59 5.43  0.11
H: -2.46 1.07 5.87  0.11
H: -3.30 2.44 4.00  0.10
H: 0.23 -0.80 3.13  0.09
H: -3.53 3.82 2.54  0.10
H: -4.24 5.09 0.57  0.10
H: -3.49 4.40 -1.68  0.10
H: -2.00 2.47 -1.95  0.04

## Properties
HOMO level = -7.2975 eV
energy = -4369.15852 Ha
F_max = 0.010 hartree/bohr
orbital gap = 0.26856 Ha
relative energy (zero: lowest compared OMol25 entry of this formula, charge and spin) = 0.0 kcal per mole